(1)
Density functional theory data (ωB97M-V/def2-TZVPD) for a cluster of 2 separate species, C3H9N2O2S in total at a distorted geometry.

```
17
Properties=species:S:1:pos:R:3:forces:R:3:mulliken_charge:R:1
S -0.7757 0.3582 2.4054 0.47 -0.01 -0.22 -0.7093
O 1.0729 -0.2653 -2.8685 -0.13 1.04 0.30 -0.7179
O -2.6890 1.2298 0.1796 -1.07 0.44 -3.25 -0.6896
N 0.1414 1.1460 -1.2810 1.02 0.38 -0.26 -0.2920
N 1.4338 -0.7591 -0.7364 -0.36 0.90 0.48 -0.1790
C -0.0531 -0.9622 1.2983 -1.18 1.87 -0.89 -0.6125
C 0.8762 0.0608 -1.6855 0.56 -2.01 -0.97 0.3720
C 1.3689 -0.5804 0.7149 -0.25 -1.97 0.69 -0.4654
H 1.7963 -1.6291 -1.1009 -0.18 0.37 -0.03 0.2195
H 1.6554 0.4453 1.0176 -0.19 -0.66 -0.15 0.3144
H -0.2472 -1.8113 1.9436 1.04 -0.67 -0.40 0.2914
H -0.6965 -1.0766 0.3725 0.40 -0.02 1.02 0.2160
H 2.0862 -1.3707 1.0816 -0.30 1.18 0.03 0.2620
H 0.0463 1.8515 -1.9932 -0.34 -0.31 -0.10 0.2349
H -0.6524 0.9972 -0.6973 -0.39 -0.11 0.60 0.2286
H -1.9651 1.5408 0.6937 0.68 -0.24 2.07 0.2056
H -3.3983 0.8251 0.6556 0.24 -0.21 1.08 0.3213
```
Positions in Å, forces in eV/Å.

Values from the calculation:
E_HOMO   -2.956 eV
LUMO   0.13907 Ha
Energy relative to the best compared isomer or geometry (same formula, charge and spin)   1.237 eV
Orbital gap   6.74 eV
Charge   -1



(2)
Density functional theory data (ωB97M-V/def2-TZVPD) for an isolated molecule of C4H3N at a distorted geometry.

```
8
Properties=species:S:1:pos:R:3:forces:R:3:mulliken_charge:R:1
N 3.6775 0.1285 0.0146 -2.88 -1.02 0.14 -0.4066
C 1.1376 -0.2472 -0.0649 -3.03 0.79 0.05 0.0243
C 2.5309 -0.1429 0.0171 1.98 1.04 -0.43 -0.0859
C -0.0936 -0.0730 -0.0908 3.68 -1.11 1.18 0.6591
C -1.5507 0.0446 0.0371 0.57 2.02 0.54 -1.0292
H -1.9810 0.0207 1.1038 1.04 0.31 -1.59 0.2735
H -1.7389 1.0170 -0.5164 -0.53 -1.04 0.92 0.2696
H -1.9817 -0.7477 -0.5005 -0.82 -1.00 -0.81 0.2952
```
Positions in Å, forces in eV/Å.

Values from the calculation:
E_HOMO   -10.374 eV
LUMO   0.01925 Ha
Energy relative to the best compared isomer or geometry (same formula, charge and spin)   0.445 eV
Orbital gap   10.90 eV
Structure (SMILES)   CC#CC#N



(3)
Density functional theory data (ωB97M-V/def2-TZVPD) for a cluster of 2 separate species, C34H25N7O7 in total at a distorted geometry.

```
73
Properties=species:S:1:pos:R:3:forces:R:3:mulliken_charge:R:1
O -5.7833 -1.0276 -0.5034 -1.19 0.82 2.50 -0.5342
O -2.4569 -3.2570 3.2168 -0.96 1.00 0.77 -0.6805
O -5.6693 0.9666 6.2921 -0.74 -0.68 -2.30 -0.5277
O -7.5848 -0.1810 0.4304 2.29 -0.52 0.63 -0.6110
O 0.9989 2.5144 -0.2040 0.37 1.60 0.69 -0.4209
O -3.3722 -2.3885 5.1069 0.23 0.40 -1.08 -0.1879
O -7.4347 1.3475 5.0504 2.00 -1.02 0.07 -0.5732
N 2.4142 -1.6350 -1.4843 1.46 0.74 0.72 -1.2559
N 1.2576 -0.9720 -1.1488 0.65 -0.90 -0.24 1.0785
N -6.3969 -0.5570 0.4911 -0.82 -0.19 -2.97 1.0178
N -6.3077 0.8350 5.2322 -1.50 1.59 1.74 0.8914
N 2.8869 0.4503 -0.8122 0.14 -0.74 0.14 0.3275
N -3.1896 -2.4137 3.7139 -0.55 0.41 -0.45 0.8289
N -4.2491 -1.4026 5.4821 -0.25 0.74 -1.95 -0.4562
C -1.8002 -2.1973 0.4070 0.09 0.05 -0.22 0.9376
C 3.3878 -0.7929 -1.2255 -1.68 -0.38 -0.18 0.0472
C -4.6335 -0.8185 4.3160 -0.41 -0.64 2.28 1.0900
C -3.6361 0.9389 -1.2643 0.00 -0.15 -0.02 -0.4462
C -0.5827 -1.5567 0.2703 -0.10 -0.31 -0.34 0.5054
C 3.7435 2.5325 0.1166 0.39 0.40 0.20 0.2207
C -0.9109 1.1625 -0.7711 -0.23 0.22 -0.11 0.3552
C -2.3400 -2.9343 -0.6519 0.07 -0.12 0.20 -0.6886
C 1.4987 0.3068 -0.7390 -2.05 2.14 -0.12 0.1118
C 0.1207 -1.7458 -0.9156 -0.14 -0.46 0.10 -0.9475
C -4.4698 -1.1799 1.8916 -2.30 -0.06 -1.05 0.2892
C -5.7450 0.0878 4.1221 0.23 -0.27 -1.52 -0.6168
C 5.0619 -2.4094 -1.9015 0.29 0.39 0.07 -0.4903
C -5.6894 -0.4704 1.7558 2.08 -1.22 0.52 -0.5731
C 5.1524 2.9827 -2.2644 -0.18 -0.10 0.21 -0.9137
C -0.2627 -2.7023 -1.8645 -0.41 0.38 0.21 -0.3385
C 4.5669 3.6568 -0.0088 -0.21 -0.37 -0.06 -0.8517
C -3.1920 1.5473 -0.0880 -0.05 0.14 -0.17 -0.8415
C 4.2970 1.8840 -2.1516 0.16 0.15 0.04 0.2786
C 4.7839 -1.2053 -1.2225 0.97 -0.59 0.01 0.3897
C 5.2888 3.8628 -1.1870 0.04 0.04 -0.17 -0.4399
C 0.5178 1.2659 -0.4786 1.87 -0.92 -1.33 0.4141
C 7.3764 -2.2624 -1.2156 -0.22 0.12 -0.03 -0.3512
C -4.0264 -1.4097 3.1914 0.90 -0.96 1.35 0.0727
C -1.8325 1.6964 0.1484 0.20 -0.47 -0.24 -0.3971
C 0.8398 3.5915 -1.1692 -0.15 -1.02 0.45 -0.9189
C -1.3575 0.6161 -1.9854 -0.20 0.04 0.49 0.0311
C 6.3541 -2.9245 -1.9132 0.04 0.29 0.27 -0.6567
C -1.5431 -3.2468 -1.7608 0.06 0.10 0.29 -0.9343
C 5.8099 -0.5614 -0.4912 -0.57 -0.22 -0.49 -0.0649
C -2.7221 0.4672 -2.2082 0.02 0.11 0.01 -1.0609
C 3.6346 1.6492 -0.9476 0.06 0.25 -0.17 -0.5475
C -6.2962 0.1914 2.8436 0.32 0.36 1.66 -0.5200
C 7.1008 -1.0849 -0.5073 -0.13 -0.32 -0.17 -0.7823
H -4.0629 -1.7222 1.0436 -0.22 0.35 0.09 0.4322
H 6.5589 -3.8429 -2.4624 0.01 0.21 0.18 0.3699
H -1.4530 2.1802 1.0508 -0.15 -0.18 -0.21 0.5181
H 5.9583 4.7207 -1.2726 -0.21 -0.24 0.03 0.4017
H 4.6429 4.3548 0.8263 0.05 -0.18 -0.27 0.4073
H -2.2937 -2.1225 1.3667 0.16 -0.01 -0.50 -0.5180
H 3.1878 2.3377 1.0334 0.19 0.07 -0.28 0.3522
H 0.9187 3.2159 -2.2004 -0.03 0.05 0.24 0.3256
H 4.1575 1.1914 -2.9852 0.10 0.20 0.27 0.4591
H -0.1321 4.0695 -1.0060 0.14 0.00 -0.19 0.3350
H 1.6528 4.2901 -0.9625 -0.11 -0.05 -0.04 0.2907
H -7.1836 0.7998 2.6780 0.18 -0.19 0.13 0.5874
H 5.5821 0.3402 0.0776 0.14 -0.23 -0.18 0.3944
H -3.3753 -3.2752 -0.5871 0.35 -0.18 -0.06 0.4205
H 0.4173 -2.9440 -2.6809 -0.30 0.16 0.12 0.4827
H -0.6128 0.3099 -2.7216 -0.29 -0.06 0.18 0.4600
H -1.9187 -3.9135 -2.5384 0.10 0.20 0.23 0.3645
H -0.1884 -0.8999 1.0457 -0.10 -0.18 -0.24 0.5185
H -3.0755 -0.0166 -3.1195 0.05 0.21 0.20 0.4145
H -4.7004 0.8182 -1.4488 0.24 0.07 0.01 0.6015
H 7.8912 -0.5724 0.0409 -0.19 -0.18 -0.13 0.3905
H 8.3888 -2.6685 -1.2162 -0.28 0.12 -0.03 0.3681
H -3.9117 1.9135 0.6443 0.11 0.01 -0.19 0.5149
H 4.2381 -2.9156 -2.4057 0.33 0.13 0.08 0.4461
H 5.7057 3.1344 -3.1929 -0.17 0.05 0.31 0.4037
```
Positions in Å, forces in eV/Å.

Values from the calculation:
E_HOMO   -6.560 eV
LUMO   -0.09797 Ha
Energy relative to the best compared isomer or geometry (same formula, charge and spin)   0.000 eV
Orbital gap   3.89 eV
Structure (SMILES)   CO/C(=C1/N(c2ccccc2)N=C(c2ccccc2)N1c1ccccc1)c1ccccc1.O=[N+]([O-])c1cc([N+](=O)[O-])c2no[n+]([O-])c2c1



| no. | E (eV) |
| --- | --- |
| 1 | -21168.971 |
| 2 | -5684.062 |
| 3 | -60413.785 |